C39H42F11N9O3Pt | ωB97M-V with the def2-TZVPD basis set

Last column: Mulliken charge in e.
Cartesian coordinates (Å):
Pt -0.016 -0.100 0.010  3.142
C -1.021 -0.485 2.800  -0.881
N -0.082 0.352 2.007  -0.456
C -0.613 1.753 2.064  -1.007
C 0.152 2.627 1.113  -0.633
N 0.126 1.952 -0.178  0.301
C 0.736 2.589 -1.252  -0.649
C 0.074 2.648 -2.485  0.093
F -1.195 2.221 -2.567  -0.596
C 0.631 3.182 -3.628  0.134
F -0.053 3.152 -4.782  -0.419
C 1.872 3.789 -3.573  0.696
F 2.425 4.295 -4.672  -0.340
C 2.510 3.880 -2.349  0.457
F 3.682 4.497 -2.259  -0.341
C 1.948 3.300 -1.221  0.832
F 2.610 3.478 -0.075  -0.480
C 1.313 0.206 2.548  -1.157
C 2.383 0.423 1.491  -1.002
N 1.971 -0.283 0.280  0.852
C 2.858 -0.346 -0.793  -0.074
C 2.750 -1.364 -1.754  -1.051
F 1.809 -2.312 -1.632  -0.353
C 3.575 -1.466 -2.857  0.186
F 3.367 -2.441 -3.746  -0.409
C 4.616 -0.574 -3.038  0.969
F 5.414 -0.668 -4.096  -0.355
C 4.813 0.403 -2.082  0.313
F 5.818 1.262 -2.209  -0.325
C 3.952 0.511 -1.001  0.461
F 4.242 1.476 -0.120  -0.452
H -1.063 -0.079 3.812  0.427
H -2.005 -0.438 2.341  0.244
H -0.676 -1.511 2.824  0.329
H -1.657 1.684 1.758  0.381
H -0.558 2.105 3.096  0.523
H -0.342 3.599 1.027  0.643
H 1.149 2.820 1.514  0.337
H 1.431 0.889 3.392  0.390
H 1.379 -0.809 2.923  0.479
H 2.569 1.486 1.341  0.182
H 3.318 -0.005 1.866  0.838
F 2.443 0.098 -6.207  -0.445
C 1.131 0.058 -5.895  1.085
C 0.802 -0.131 -4.592  -0.043
C -0.541 -0.177 -4.196  -0.001
C -0.881 -0.295 -2.800  -0.676
O 0.096 -0.400 -1.992  0.323
C -2.249 -0.284 -2.463  0.930
C -3.164 -0.166 -3.479  -0.572
N -2.856 -0.009 -4.773  0.250
C -3.925 0.151 -5.744  -0.392
C -4.087 1.485 -6.416  -0.443
C -5.084 1.031 -5.394  -1.021
C -1.526 -0.016 -5.172  -0.136
C -1.167 0.163 -6.514  -0.737
C 0.162 0.214 -6.916  -0.563
N 0.520 0.459 -8.243  0.226
C 1.914 0.642 -8.655  -0.524
C 1.982 1.004 -10.131  -1.030
N 0.897 1.995 -10.449  -0.079
C -0.491 1.407 -10.229  -0.720
C -0.377 0.174 -9.345  -0.727
C -2.833 -0.291 -1.070  0.002
O -4.013 -0.542 -0.940  -0.737
O -2.062 0.005 -0.066  -1.066
H 1.587 -0.232 -3.855  -0.441
H -4.216 -0.174 -3.228  0.932
H -4.122 -0.749 -6.313  0.499
H -4.377 1.494 -7.457  0.328
H -3.403 2.268 -6.116  0.200
H -6.059 0.707 -5.726  0.264
H -5.074 1.534 -4.438  0.348
H -1.962 0.318 -7.224  0.654
H 2.530 -0.248 -8.507  0.386
H 2.362 1.447 -8.072  0.472
H 1.830 0.156 -10.794  0.400
H 2.943 1.457 -10.365  0.455
H 0.992 2.317 -11.414  0.365
H 1.016 2.819 -9.857  0.393
H -0.919 1.181 -11.204  0.402
H -1.082 2.181 -9.745  0.404
H -0.033 -0.692 -9.920  0.292
H -1.373 -0.079 -9.001  0.397
C 1.752 -3.301 1.717  -0.956
N 1.045 -3.915 0.613  0.171
C 1.802 -4.937 -0.098  -1.274
C -0.110 -3.411 0.142  0.397
N -0.505 -2.163 0.376  -0.752
N -0.920 -4.271 -0.534  0.101
C -1.157 -5.630 -0.050  -1.188
C -1.971 -3.758 -1.393  -1.033
H 2.323 -4.076 2.228  0.499
H 1.029 -2.889 2.413  0.289
H 2.426 -2.511 1.382  0.104
H 2.780 -4.534 -0.369  0.404
H 1.287 -5.232 -1.006  0.421
H 1.950 -5.813 0.536  0.346
H -1.514 -2.112 0.282  0.460
H -0.442 -5.895 0.721  0.405
H -1.078 -6.345 -0.869  0.356
H -2.163 -5.695 0.372  0.385
H -1.619 -2.872 -1.916  0.122
H -2.888 -3.514 -0.845  0.397
H -2.212 -4.520 -2.133  0.462

Calculated values
HOMO energy	-11.99	eV
spin multiplicity	1
relative energy (zero: lowest compared OMol25 entry of this formula, charge and spin)	0.0	kJ/mol
strongest force on any atom	0.39	eV Å⁻¹
HOMO-LUMO gap	7.080	eV
LUMO energy	-4.9	eV
total charge	+2

C39H42F9N3O27 | ωB97M-V with the def2-TZVPD basis set

Last column: Mulliken charge in e.
Cartesian coordinates (Å):
C -2.640 -19.016 23.445  0.346
C -1.226 -19.079 24.017  0.688
O -1.013 -17.784 24.508  -0.416
C -2.244 -17.224 24.773  0.549
O -2.364 -16.218 25.381  -0.513
O -3.222 -17.979 24.250  -0.344
F -0.312 -19.337 23.038  -0.318
H -3.120 -19.972 23.608  -0.257
H -2.670 -18.715 22.401  0.268
H -1.105 -19.827 24.804  0.049
C 3.951 -22.395 26.946  -0.607
C 4.032 -20.985 26.369  0.184
O 2.672 -20.666 26.154  -0.333
C 1.952 -21.808 26.121  0.553
O 0.829 -21.885 25.719  -0.430
O 2.700 -22.870 26.477  -0.051
F 4.660 -21.008 25.167  -0.268
H 3.926 -22.323 28.037  0.347
H 4.848 -22.939 26.663  0.341
H 4.452 -20.242 27.039  0.318
C -5.988 -21.269 26.913  -0.505
C -4.577 -21.579 26.480  0.308
O -4.476 -20.935 25.243  -0.015
C -5.753 -20.683 24.780  0.375
O -5.959 -20.129 23.760  -0.474
O -6.661 -21.112 25.671  -0.356
F -4.474 -22.929 26.206  -0.299
H -6.065 -20.333 27.481  0.320
H -6.380 -21.987 27.633  0.299
H -3.803 -21.306 27.192  0.324
C -6.053 -27.427 27.685  -0.312
C -5.474 -26.315 26.809  1.289
O -6.248 -25.220 27.119  -0.128
C -7.386 -25.606 27.770  0.560
O -8.234 -24.857 28.119  -0.531
O -7.381 -26.933 27.971  -0.382
F -5.625 -26.654 25.482  -0.330
H -5.578 -27.521 28.658  0.216
H -6.144 -28.374 27.161  0.402
H -4.396 -26.326 26.967  -0.792
C -1.520 -23.286 24.424  -0.439
C -2.763 -23.895 23.810  0.377
O -3.107 -24.956 24.654  -0.217
C -2.084 -25.157 25.519  -0.065
O -2.046 -26.060 26.302  -0.266
O -1.052 -24.352 25.254  0.668
F -2.534 -24.334 22.535  -0.388
H -1.822 -22.406 24.996  -0.229
H -0.783 -22.975 23.689  0.599
H -3.606 -23.209 23.781  -0.077
C -4.626 -22.211 19.599  -0.568
C -4.660 -23.322 20.622  1.175
O -5.658 -24.168 20.090  -0.394
C -5.720 -23.963 18.739  0.544
O -6.338 -24.641 17.996  -0.512
O -4.940 -22.905 18.407  -0.347
F -5.042 -22.903 21.855  -0.255
H -3.679 -21.686 19.564  0.259
H -5.380 -21.470 19.888  0.360
H -3.718 -23.853 20.746  -0.224
C 1.850 -25.601 24.753  1.418
C 2.838 -26.675 24.350  0.344
O 3.841 -25.910 23.711  -0.400
C 3.316 -24.716 23.308  0.449
O 3.879 -23.904 22.659  -0.541
O 2.077 -24.552 23.829  -0.177
F 2.310 -27.644 23.561  -0.335
H 2.063 -25.277 25.778  -0.413
H 0.837 -25.969 24.905  -0.673
H 3.340 -27.088 25.224  0.247
C -0.722 -28.358 24.464  0.366
C -1.410 -29.474 23.688  0.198
O -1.326 -29.031 22.362  -0.379
C -0.957 -27.718 22.324  0.390
O -0.867 -27.065 21.343  -0.466
O -0.840 -27.253 23.589  0.169
F -2.730 -29.585 24.038  -0.309
H 0.321 -28.619 24.653  0.089
H -1.246 -28.110 25.383  -0.286
H -0.981 -30.466 23.806  0.342
C -0.025 -24.275 19.089  -0.432
C -1.240 -23.459 18.644  0.330
O -1.429 -22.526 19.680  -0.235
C -0.647 -22.840 20.750  0.396
O -0.671 -22.276 21.792  -0.364
O 0.222 -23.806 20.428  -0.256
F -2.342 -24.276 18.649  -0.304
H 0.892 -24.148 18.523  0.303
H -0.311 -25.319 19.210  0.192
H -1.174 -22.980 17.673  0.324
N -0.153 -22.366 28.446  0.458
C -1.039 -23.314 28.936  -0.822
C -0.903 -23.316 30.298  0.008
C -0.006 -22.283 30.671  -0.921
C 0.517 -21.801 29.489  -0.442
H 0.155 -22.348 27.484  0.046
H -1.598 -23.894 28.222  0.573
H -1.534 -23.899 30.954  0.233
H 0.203 -21.919 31.661  0.438
H 1.139 -20.922 29.396  0.455
N -4.276 -24.696 31.271  0.114
C -4.401 -25.041 29.951  -1.057
C -3.593 -26.130 29.756  0.828
C -2.979 -26.463 30.981  -1.182
C -3.422 -25.542 31.907  -0.868
H -4.857 -24.018 31.732  0.200
H -5.038 -24.478 29.292  0.516
H -3.339 -26.636 28.837  0.481
H -2.368 -27.306 31.256  0.450
H -3.162 -25.490 32.950  0.415
N 1.238 -28.861 27.480  0.148
C 2.596 -28.842 27.658  -0.684
C 2.960 -27.542 27.898  -0.944
C 1.767 -26.769 27.991  -0.273
C 0.736 -27.586 27.610  -0.789
H 0.617 -29.640 27.361  0.258
H 3.171 -29.749 27.583  0.418
H 3.949 -27.195 28.150  0.450
H 1.682 -25.728 28.261  0.715
H -0.328 -27.441 27.513  0.716

Calculated values
HOMO energy	-8.50	eV
SMILES string	O=C1OC[C@@H](F)O1.O=C1OC[C@@H](F)O1.O=C1OC[C@@H](F)O1.O=C1OC[C@@H](F)O1.O=C1OC[C@@H](F)O1.O=C1OC[C@@H](F)O1.O=C1OC[C@@H](F)O1.O=C1OC[C@@H](F)O1.O=C1OC[C@@H](F)O1.c1cc[nH]c1.c1cc[nH]c1.c1cc[nH]c1
spin multiplicity	1
relative energy (zero: lowest compared OMol25 entry of this formula, charge and spin)	0.0	kJ/mol
strongest force on any atom	2.41	eV Å⁻¹
HOMO-LUMO gap	8.599	eV
LUMO energy	0.1	eV
total charge	0

C39H42FIrN5O7SSiTe | ωB97M-V with the def2-TZVPD basis set

Last column: Mulliken spin population.
Cartesian coordinates (Å):
Ir 2.032 0.281 -0.573  -0.050
C 1.509 7.309 -0.479  0.000
Si 1.496 5.658 0.381  -0.001
C -0.108 5.388 1.294  0.004
C 2.959 5.504 1.535  0.001
C 1.664 4.315 -0.957  0.049
C 1.788 4.638 -2.312  -0.020
C 1.940 3.663 -3.291  0.039
C 1.968 2.333 -2.914  -0.010
N 1.836 2.004 -1.632  0.034
C 1.694 2.953 -0.683  -0.001
S 1.564 2.088 0.859  0.261
H 1.429 8.107 0.261  0.000
H 0.669 7.420 -1.167  0.000
H 2.434 7.476 -1.036  0.000
H -0.278 6.203 2.001  0.000
H -0.106 4.451 1.855  -0.003
H -0.953 5.366 0.603  0.000
H 2.896 6.243 2.336  0.000
H 3.901 5.661 1.006  0.000
H 2.984 4.514 1.996  0.006
H 1.774 5.678 -2.612  -0.002
H 2.050 3.927 -4.333  0.002
H 2.109 1.521 -3.617  0.002
C -2.762 -4.469 -4.178  0.000
C -2.573 -3.018 -4.588  0.000
N -1.921 -2.219 -3.537  0.000
C -0.598 -2.031 -3.601  0.000
C 0.164 -1.361 -2.678  0.002
C 1.651 -1.340 -3.005  0.001
O 1.995 -1.738 -4.099  0.000
O 2.475 -0.993 -2.071  -0.003
C -0.492 -0.787 -1.560  -0.008
O 0.039 -0.100 -0.640  0.004
C -1.934 -0.995 -1.475  0.001
C -2.645 -0.467 -0.393  0.005
C -3.993 -0.652 -0.300  0.000
F -4.652 -0.090 0.731  0.000
C -4.713 -1.393 -1.253  0.001
C -4.007 -1.921 -2.319  0.000
C -2.628 -1.714 -2.456  0.001
N -6.104 -1.626 -1.161  0.000
C -6.961 -1.278 -2.284  0.000
C -7.955 -2.426 -2.502  0.000
N -8.170 -3.109 -1.173  0.000
C -8.211 -2.106 -0.057  0.000
C -6.807 -1.507 0.112  0.000
H -3.259 -5.018 -4.976  0.000
H -3.360 -4.560 -3.270  0.000
H -1.797 -4.941 -3.993  0.000
H -3.515 -2.536 -4.849  0.000
H -1.938 -2.949 -5.468  0.000
H -0.085 -2.442 -4.463  0.000
H -2.124 0.110 0.359  0.000
H -4.539 -2.528 -3.037  0.000
H -6.373 -1.130 -3.185  0.000
H -7.495 -0.340 -2.092  0.000
H -7.575 -3.181 -3.187  0.000
H -8.923 -2.077 -2.855  0.000
H -7.387 -3.743 -1.006  0.000
H -9.022 -3.669 -1.194  0.000
H -8.553 -2.602 0.848  0.000
H -8.951 -1.362 -0.346  0.000
H -6.251 -2.051 0.874  0.000
H -6.925 -0.476 0.455  0.000
O 3.998 0.711 -0.599  0.009
C 4.857 -0.192 -0.468  -0.004
C 4.657 -1.516 0.011  0.010
C 5.795 -2.352 0.000  0.001
C 5.721 -3.613 0.504  0.001
C 4.529 -4.103 1.067  0.000
C 3.419 -3.308 1.105  -0.003
C 3.423 -1.995 0.566  -0.001
O 2.340 -1.299 0.672  0.013
N 6.912 -4.473 0.474  0.000
O 6.786 -5.609 0.884  0.000
O 7.939 -3.993 0.041  0.000
H 5.881 0.101 -0.713  0.001
H 6.732 -1.999 -0.411  0.000
H 4.513 -5.109 1.461  0.000
H 2.492 -3.668 1.530  0.000
C 3.452 -0.182 3.488  0.018
Te 3.996 1.664 2.573  0.681
C 2.989 2.566 4.217  -0.032
C 2.871 1.486 5.264  -0.007
C 2.526 1.806 6.574  0.015
C 2.402 0.806 7.523  0.000
C 2.624 -0.519 7.170  0.000
C 2.968 -0.841 5.868  0.012
C 3.092 0.161 4.910  -0.040
H 4.304 -0.856 3.409  -0.006
H 2.624 -0.606 2.917  0.006
H 2.017 2.911 3.859  0.011
H 3.564 3.426 4.553  -0.001
H 2.362 2.840 6.851  0.000
H 2.144 1.060 8.542  0.000
H 2.540 -1.300 7.913  0.000
H 3.152 -1.873 5.595  0.000

Calculated values
HOMO energy (spin up / spin down)	-11.77 / -12.09	eV
spin multiplicity	2
relative energy (zero: lowest compared OMol25 entry of this formula, charge and spin)	101.8	kJ/mol
strongest force on any atom	0.46	eV Å⁻¹
HOMO-LUMO gap (spin up / spin down)	6.922 / 6.045	eV
LUMO energy (spin up / spin down)	-4.8 / -6.0	eV
total charge	+2

C39H42FNO4ReSSb | ωB97M-V with the def2-TZVPD basis set

Last column: Mulliken spin population.
Cartesian coordinates (Å):
Re 0.284 -0.483 0.265  2.227
C -3.615 0.432 1.742  -0.004
C -4.024 -0.193 0.406  -0.003
C -3.579 0.656 -0.792  0.023
C -3.605 -1.636 0.142  0.051
C -4.623 -2.435 -0.375  -0.010
C -4.423 -3.754 -0.725  0.012
C -3.159 -4.296 -0.621  -0.006
C -2.092 -3.545 -0.151  -0.078
C -0.725 -4.202 -0.068  0.018
C -0.387 -4.923 -1.377  -0.009
C -0.639 -5.154 1.129  0.001
C -2.320 -2.218 0.283  -0.022
N -1.242 -1.593 1.024  0.298
C -1.329 -1.740 2.408  0.023
C -2.352 -2.405 3.099  0.053
C -2.319 -2.487 4.480  -0.030
C -1.272 -1.942 5.212  0.056
C -0.236 -1.289 4.558  -0.032
C -0.312 -1.209 3.196  0.057
F 0.695 -0.563 2.470  0.039
H -4.186 1.349 1.890  0.000
H -2.570 0.705 1.767  0.004
H -3.837 -0.242 2.568  -0.001
H -5.116 -0.201 0.403  0.000
H -2.498 0.687 -0.857  -0.005
H -3.945 1.679 -0.686  0.001
H -3.964 0.235 -1.721  0.001
H -5.610 -2.003 -0.478  0.000
H -5.248 -4.355 -1.084  0.001
H -2.999 -5.330 -0.895  0.001
H 0.019 -3.414 0.069  0.052
H -1.128 -5.678 -1.630  0.001
H 0.573 -5.430 -1.284  0.002
H -0.321 -4.206 -2.198  0.001
H -1.367 -5.961 1.039  0.000
H -0.830 -4.616 2.060  -0.001
H 0.357 -5.598 1.189  0.000
H -3.168 -2.837 2.538  0.003
H -3.130 -2.975 5.003  0.000
H -1.250 -2.029 6.289  0.003
H 0.594 -0.852 5.096  0.000
C 4.541 -1.760 -3.907  0.000
C 3.865 -2.976 -3.334  -0.001
C 4.119 -4.197 -3.964  0.002
C 3.568 -5.386 -3.521  -0.002
C 2.754 -5.391 -2.401  0.003
C 2.496 -4.199 -1.752  -0.004
C 3.018 -2.994 -2.219  -0.019
Sb 2.566 -1.380 -0.843  0.082
C 3.646 0.327 -1.593  0.008
C 4.599 0.903 -0.757  0.002
C 5.167 2.120 -1.088  0.001
C 4.768 2.772 -2.244  -0.003
C 3.829 2.191 -3.076  0.000
C 3.245 0.961 -2.778  -0.001
C 2.242 0.401 -3.752  -0.003
C 3.434 -2.363 0.870  -0.094
C 2.526 -2.788 1.838  0.098
C 2.952 -3.467 2.966  0.005
C 4.307 -3.721 3.126  0.001
C 5.204 -3.340 2.142  0.001
C 4.787 -2.677 0.988  -0.005
C 5.784 -2.389 -0.101  -0.004
H 5.439 -2.056 -4.445  0.000
H 4.828 -1.051 -3.139  0.000
H 3.886 -1.254 -4.618  0.000
H 4.779 -4.200 -4.822  0.000
H 3.787 -6.310 -4.041  0.000
H 2.330 -6.315 -2.031  0.000
H 1.895 -4.195 -0.850  0.008
H 4.878 0.417 0.170  -0.001
H 5.904 2.565 -0.433  0.000
H 5.190 3.735 -2.497  0.000
H 3.518 2.702 -3.980  0.000
H 2.580 0.550 -4.777  0.000
H 1.296 0.924 -3.652  -0.003
H 2.049 -0.663 -3.597  0.002
H 1.464 -2.603 1.701  0.011
H 2.230 -3.792 3.704  0.000
H 4.661 -4.231 4.012  0.000
H 6.254 -3.575 2.261  0.000
H 6.759 -2.150 0.320  0.000
H 5.459 -1.573 -0.746  0.002
H 5.899 -3.277 -0.728  0.000
O -0.605 1.567 0.638  0.087
S 0.388 1.696 -0.441  0.015
O 0.532 2.910 -1.140  0.023
O -0.027 0.492 -1.368  0.071
O 1.632 1.117 0.171  -0.005

Calculated values
HOMO energy (spin up / spin down)	-11.04 / -11.31	eV
spin multiplicity	4
strongest force on any atom	4.36	eV Å⁻¹
HOMO-LUMO gap (spin up / spin down)	7.282 / 6.556	eV
LUMO energy (spin up / spin down)	-3.8 / -4.8	eV
total charge	+1